# 1
Molecular formula: C17H29ClCuSi2
Method: DFT, the ωB97M-V functional and the def2-TZVPD basis

Structure (XYZ):
```
50
Properties=species:S:1:pos:R:3
C 0.985 -1.752 0.480
C 0.917 -1.353 -0.869
C -0.477 -1.403 -1.314
H 1.753 -1.152 -1.536
C -1.236 -1.825 -0.156
C -0.351 -2.065 0.902
H -0.606 -2.504 1.873
H 1.854 -1.831 1.104
H -0.788 -1.529 -2.334
H -2.320 -1.869 -0.102
Cu -0.541 0.551 -0.999
Cl 0.921 1.644 0.256
C 0.121 2.460 -3.797
C -1.110 1.831 -4.194
C -0.811 0.489 -4.569
H -2.102 2.291 -4.157
C 0.598 0.311 -4.465
C 1.171 1.513 -3.958
H 2.219 1.689 -3.725
H 0.220 3.471 -3.394
H -1.541 -0.249 -4.884
H 1.144 -0.601 -4.701
C -3.827 1.726 3.270
Si -2.507 0.568 2.512
C -0.901 0.844 3.446
C -3.186 -1.188 2.900
C -2.309 0.896 0.720
Si -2.387 2.708 0.240
C -1.445 3.867 1.385
C -1.657 2.877 -1.487
C -4.169 3.296 -0.025
H -3.975 1.378 4.313
H -4.771 1.602 2.696
H -3.468 2.777 3.268
H -1.091 0.755 4.527
H -0.119 0.137 3.142
H -0.490 1.839 3.257
H -3.946 -1.486 2.154
H -2.393 -1.958 2.977
H -3.686 -1.126 3.888
H -3.024 0.276 0.088
H -0.369 3.655 1.287
H -1.651 4.903 1.077
H -1.732 3.758 2.436
H -2.014 2.020 -2.087
H -2.096 3.777 -1.933
H -0.565 2.966 -1.507
H -4.749 2.559 -0.607
H -4.698 3.482 0.922
H -4.148 4.245 -0.586
```

## Properties
- Spin multiplicity: 2
- HOMO-LUMO gap (spin up / spin down): 5.3 / 5.1 eV
- HOMO energy (spin up / spin down): -0.0095 / -0.0095 hartree
- Charge: -2
- Maximum force: 1.8 eV/A
- LUMO (spin up / spin down): 0.1847 / 0.1775 hartree

The computed Mulliken charges, all in e, follow: -1.008 -0.357 -0.314 0.507 -0.833 -0.148 0.483 0.393 0.862 0.456 -0.294 -0.542 -0.558 -0.432 -0.776 0.571 -0.512 -0.730 0.368 0.551 0.417 0.423 -1.060 -0.196 -0.878 -1.050 0.039 0.214 -0.921 -1.077 -1.270 0.349 0.209 0.282 0.349 0.268 0.318 0.290 0.228 0.363 0.411 0.247 0.352 0.281 0.135 0.444 0.216 0.313 0.286 0.331

---

# 2
Molecular formula: C17H29ClN3O4P2Pd
Method: DFT, the ωB97M-V functional and the def2-TZVPD basis

Structure (XYZ):
```
57
Properties=species:S:1:pos:R:3
Pd 0.928 -0.631 0.571
C -1.790 -3.926 0.781
P -0.822 -2.362 0.396
C -1.481 -2.110 -1.313
C -1.892 -1.237 1.416
C -3.239 -1.062 1.116
C -4.053 -0.230 1.872
C -3.519 0.435 2.963
C -2.179 0.262 3.282
C -1.348 -0.560 2.524
P 0.452 -0.742 2.913
C 0.272 -2.127 4.137
C 0.769 0.649 4.075
H -2.836 -3.881 0.468
H -1.754 -4.109 1.856
H -1.303 -4.761 0.273
H -2.559 -2.267 -1.398
H -0.968 -2.821 -1.963
H -1.218 -1.100 -1.624
H -3.672 -1.578 0.267
H -5.094 -0.093 1.604
H -4.144 1.086 3.563
H -1.775 0.797 4.132
H -0.496 -1.911 4.884
H 1.231 -2.287 4.634
H 0.006 -3.037 3.596
H 0.201 0.588 5.007
H 0.567 1.579 3.544
H 1.836 0.637 4.300
O 3.481 -0.393 0.399
Cl 3.501 1.041 0.604
O 4.750 1.404 1.224
O 3.400 1.698 -0.680
O 2.429 1.485 1.446
C 2.483 0.230 -4.211
C 2.721 -0.490 -2.893
N 1.521 -0.374 -2.086
C 0.822 0.799 -1.986
N 0.023 0.931 -0.980
C -0.829 2.087 -0.849
C -1.086 2.766 -2.191
C 0.252 2.953 -2.889
N 0.868 1.655 -3.081
C 2.086 1.660 -3.881
H 1.671 -0.261 -4.754
H 3.382 0.216 -4.830
H 3.583 -0.052 -2.381
H 2.913 -1.553 -3.051
H 1.563 -0.817 -1.128
H -0.361 2.790 -0.148
H -1.772 1.766 -0.395
H -1.591 3.724 -2.053
H -1.721 2.122 -2.806
H 0.895 3.617 -2.292
H 0.111 3.408 -3.873
H 2.902 2.146 -3.330
H 1.884 2.239 -4.786
```

## Properties
- HOMO-LUMO gap: 5.8 eV
- Energy above the lowest of the compared OMol25 structures with the same formula, charge and spin: 26.3 kcal/mol
- HOMO energy: -0.1041 hartree
- Charge: -1
- Maximum force: 2.0 eV/A
- LUMO: 0.1084 hartree

The computed Mulliken charges, all in e, follow: -1.401 -1.300 0.750 -1.210 -0.060 -0.399 -0.863 -0.718 -0.263 0.638 1.219 -1.344 -1.492 0.343 0.327 0.432 0.499 0.360 0.160 0.193 0.368 0.379 0.266 0.333 0.432 0.314 0.430 0.371 0.412 -0.627 1.792 -0.766 -0.655 -0.533 -0.730 -0.553 0.561 -0.394 0.473 -1.133 -0.752 -0.654 0.118 -0.604 0.289 0.392 0.295 0.410 0.216 0.310 0.263 0.406 0.273 0.301 0.398 0.284 0.444

---

# 3
Molecular formula: C17H29F3I2O2
Method: DFT, the ωB97M-V functional and the def2-TZVPD basis

Structure (XYZ):
```
53
Properties=species:S:1:pos:R:3
C -4.678 2.238 -2.360
C -4.152 1.536 -1.015
C -2.554 1.555 -0.940
C -1.940 2.769 -0.106
C -0.589 3.381 -0.687
C 0.519 2.316 -1.116
C 1.755 2.208 -0.084
C 1.445 1.334 1.212
C 0.604 0.011 0.950
C 1.016 -0.990 -0.210
C -0.193 -2.044 0.025
C -0.230 -3.360 -0.863
O -0.188 -2.937 -2.251
C 0.892 -3.497 -2.935
F 0.571 -4.842 -3.205
F 0.968 -2.856 -4.176
F 2.121 -3.354 -2.301
O -0.182 -2.175 1.462
C 0.271 -0.980 2.171
C 1.424 -1.388 3.189
I 0.541 -2.794 4.653
C 2.663 -2.162 2.459
C 3.852 -1.116 2.225
I 3.526 -3.764 3.719
H -5.398 3.078 -2.100
H -5.152 1.450 -3.029
H -3.755 2.616 -2.914
H -4.554 2.080 -0.106
H -4.497 0.445 -0.944
H -2.248 0.564 -0.442
H -2.055 1.528 -1.970
H -1.874 2.493 1.006
H -2.720 3.613 -0.145
H -0.126 4.008 0.158
H -0.785 4.138 -1.527
H 0.107 1.290 -1.389
H 0.987 2.713 -2.088
H 2.668 1.865 -0.660
H 1.995 3.273 0.275
H 2.438 1.141 1.753
H 0.825 1.979 1.932
H -0.435 0.387 0.667
H 2.058 -1.450 -0.183
H 0.924 -0.671 -1.297
H -1.146 -1.472 -0.271
H -1.258 -3.840 -0.693
H 0.549 -4.132 -0.577
H -0.577 -0.505 2.752
H 1.802 -0.519 3.831
H 2.301 -2.690 1.529
H 3.732 -0.225 2.938
H 4.856 -1.582 2.498
H 3.880 -0.668 1.178
```

## Properties
- HOMO-LUMO gap: 8.1 eV
- HOMO energy: -0.3018 hartree
- Maximum force: 2.8 eV/A
- LUMO: -0.0036 hartree

The computed Mulliken charges, all in e, follow: -0.936 -0.591 0.272 -0.521 -0.872 -0.026 -1.044 -0.391 1.529 -0.917 0.846 -0.850 -0.294 0.827 -0.257 -0.261 -0.205 -0.456 -0.281 -0.944 0.047 -0.195 -0.933 0.108 0.260 0.275 0.289 0.335 0.342 -0.666 0.411 0.245 0.452 0.277 0.328 -0.044 0.322 0.305 0.448 0.055 0.355 -0.743 0.202 0.414 -0.162 0.318 0.382 0.323 0.526 0.273 0.233 0.406 0.188

---

# 4
Molecular formula: C17H29FNbO6P2
Method: DFT, the ωB97M-V functional and the def2-TZVPD basis

Structure (XYZ):
```
56
Properties=species:S:1:pos:R:3
C -4.208 -0.377 4.684
C -4.053 0.741 4.037
C -4.656 0.898 2.698
O -4.345 1.797 1.990
O -5.591 -0.014 2.427
C -6.013 -0.042 1.060
C -5.187 -1.013 0.214
C -4.115 -0.320 -0.641
C -2.908 -1.213 -0.861
C -1.817 -0.617 -1.745
C -1.301 0.771 -1.301
Nb 0.215 0.774 0.366
C 1.739 0.810 2.093
C 3.114 1.334 1.772
O 4.083 0.716 1.471
P 1.405 -1.346 -0.475
O 2.651 -1.692 0.329
P 1.751 2.434 -0.873
O 1.884 3.840 0.012
O 1.075 2.948 -2.308
H -4.167 -0.449 5.757
H -4.369 -1.256 4.086
H -3.486 1.546 4.467
H -6.087 0.937 0.601
H -7.022 -0.443 1.074
H -5.880 -1.567 -0.417
H -4.739 -1.746 0.880
H -4.562 -0.044 -1.598
H -3.861 0.609 -0.147
H -2.544 -1.573 0.100
H -3.281 -2.097 -1.387
H -1.039 -1.370 -1.863
H -2.262 -0.499 -2.736
H -0.964 1.289 -2.200
H -2.135 1.371 -0.940
H -0.573 2.293 1.055
H -0.940 -0.133 1.446
H 1.312 1.514 2.811
H 1.841 -0.165 2.563
H 3.229 2.430 1.875
H 0.502 -2.445 -0.273
H 1.621 -1.328 -1.890
H 1.029 3.974 0.447
H 0.231 3.362 -2.072
F 6.462 -3.885 -2.551
C 6.331 -2.547 -2.382
C 5.494 -2.070 -1.395
C 5.362 -0.700 -1.218
C 6.067 0.170 -2.042
C 6.903 -0.327 -3.034
C 7.043 -1.698 -3.206
H 4.946 -2.761 -0.767
H 4.711 -0.309 -0.438
H 5.963 1.239 -1.907
H 7.447 0.353 -3.678
H 7.695 -2.106 -3.968
```

## Properties
- HOMO-LUMO gap: 6.1 eV
- HOMO energy: -0.1730 hartree
- Charge: -1
- Maximum force: 2.2 eV/A
- LUMO: 0.0523 hartree

The computed Mulliken charges, all in e, follow: -0.641 -0.315 0.760 -0.586 -0.427 -0.721 -0.771 -0.107 -0.624 -0.731 -1.087 -0.527 -1.039 0.015 -0.503 0.331 -0.651 0.446 -0.514 -0.555 0.270 0.228 0.404 0.374 0.413 0.482 0.362 0.175 0.148 0.274 0.326 0.327 0.358 0.456 0.696 -0.071 0.052 0.450 0.447 0.423 -0.016 0.032 0.306 0.306 -0.332 0.445 -0.692 -0.068 -0.661 -0.264 -0.453 0.517 0.373 0.418 0.345 0.395

---

# 5
Molecular formula: C17H29N3O4
Method: DFT, the ωB97M-V functional and the def2-TZVPD basis

Structure (XYZ):
```
53
Properties=species:S:1:pos:R:3
C 0.005 -1.499 5.447
C 0.521 -1.025 4.103
C 1.727 -0.147 4.217
O -0.539 -0.218 3.366
C -0.664 -0.520 2.057
N -1.077 0.681 1.343
N -1.863 0.536 0.381
C -3.213 1.147 0.460
O -3.551 1.980 1.272
O -3.956 0.634 -0.542
C -5.247 1.371 -0.802
C -6.063 0.521 -1.767
C -4.982 2.715 -1.410
O -0.374 -1.600 1.528
H 0.784 -2.052 5.988
H -0.292 -0.667 6.091
H -0.832 -2.192 5.347
H 0.671 -1.896 3.459
H 2.549 -0.634 4.742
H 2.087 0.143 3.229
H 1.448 0.757 4.766
H -5.766 1.461 0.169
H -6.980 1.061 -2.041
H -5.497 0.334 -2.691
H -6.355 -0.445 -1.343
H -5.926 3.154 -1.742
H -4.516 3.378 -0.682
H -4.329 2.602 -2.284
C 2.397 2.582 -0.998
C 1.853 1.863 0.300
C 1.666 0.454 -0.104
C 2.225 0.205 -1.345
N 2.451 -0.978 -1.915
C 2.965 -1.102 -3.274
C 3.092 -2.612 -3.540
C 2.663 -3.336 -2.257
C 2.374 -2.253 -1.200
C 2.608 1.509 -2.074
H 1.663 3.318 -1.327
H 3.331 3.133 -0.815
H 2.630 1.999 1.069
H 0.906 2.269 0.680
H 1.238 -0.338 0.517
H 2.276 -0.615 -3.984
H 3.939 -0.587 -3.382
H 2.457 -2.894 -4.385
H 4.136 -2.822 -3.789
H 1.765 -3.934 -2.435
H 3.456 -3.988 -1.886
H 3.131 -2.297 -0.389
H 1.395 -2.373 -0.711
H 1.965 1.655 -2.967
H 3.648 1.561 -2.450
```

## Properties
- HOMO-LUMO gap: 5.1 eV
- Energy above the lowest of the compared OMol25 structures with the same formula, charge and spin: 150.4 kcal/mol
- SMILES: CC(C)OC(=O)/N=N/C(=O)OC(C)C.C1=C(N2CCCC2)CCC1
- HOMO energy: -0.2475 hartree
- Maximum force: 4.4 eV/A
- LUMO: -0.0607 hartree

The computed Mulliken charges, all in e, follow: -1.520 0.728 -1.140 -0.384 0.550 0.081 -0.073 0.543 -0.522 -0.358 0.625 -1.417 -1.362 -0.563 0.390 0.340 0.368 0.332 0.407 0.140 0.323 0.307 0.407 0.347 0.339 0.398 0.358 0.335 -0.864 -0.550 -0.184 0.578 0.122 -0.611 -0.506 -0.613 -0.423 -0.641 0.241 0.320 0.264 0.260 0.007 0.265 0.259 0.271 0.272 0.295 0.296 0.269 0.131 0.340 0.223

---

# 6
Molecular formula: C17H29N3OTaTeTl
Method: DFT, the ωB97M-V functional and the def2-TZVPD basis

Structure (XYZ):
```
53
Properties=species:S:1:pos:R:3
N -0.526 -1.687 -0.799
C -0.832 -2.861 -0.452
O -1.098 -3.929 -0.048
Tl -0.782 0.946 -3.692
Ta 0.187 0.113 -0.626
N -1.358 1.126 0.002
N 1.138 0.666 -2.287
C -2.498 0.658 0.846
C 2.013 -0.130 -3.216
C -3.526 0.036 -0.093
C -3.105 1.843 1.596
C -2.024 -0.361 1.861
C 2.269 0.693 -4.476
C 3.349 -0.400 -2.527
C 1.303 -1.429 -3.532
H -3.892 0.775 -0.817
H -4.379 -0.332 0.497
H -3.094 -0.808 -0.648
H -2.335 2.383 2.155
H -3.846 1.464 2.312
H -3.627 2.536 0.928
H -1.643 -1.278 1.402
H -2.888 -0.650 2.483
H -1.264 0.063 2.529
H 1.360 0.915 -5.055
H 2.919 0.100 -5.136
H 2.781 1.637 -4.249
H 3.906 0.531 -2.365
H 3.951 -1.045 -3.189
H 3.225 -0.911 -1.562
H 1.016 -1.990 -2.631
H 1.990 -2.044 -4.136
H 0.402 -1.285 -4.152
C 1.647 2.053 -2.003
H 1.352 2.377 -0.987
H 2.745 2.079 -2.071
H 1.217 2.754 -2.739
C -1.611 2.421 -0.694
H -1.441 3.266 -0.005
H -0.944 2.573 -1.556
H -2.648 2.452 -1.067
Te 2.110 -0.069 1.178
C 1.350 -0.898 3.039
C 1.561 -0.105 4.175
C 1.049 -0.534 5.408
C 0.328 -1.734 5.490
C 0.136 -2.521 4.346
C 0.673 -2.118 3.112
H 2.115 0.829 4.074
H 1.215 0.068 6.302
H -0.081 -2.058 6.449
H -0.425 -3.454 4.412
H 0.558 -2.729 2.213
```

## Properties
- HOMO-LUMO gap: 6.7 eV
- HOMO energy: -0.5238 hartree
- Charge: +2
- Maximum force: 2.9 eV/A
- LUMO: -0.2789 hartree

The computed Mulliken charges, all in e, follow: -0.545 0.958 -0.364 0.870 0.743 0.088 0.353 1.256 0.486 -1.379 -1.756 -1.763 -1.187 -1.448 -1.391 0.356 0.440 0.225 0.401 0.466 0.414 0.221 0.593 0.359 0.305 0.441 0.362 0.372 0.505 0.291 0.370 0.474 0.288 -1.122 0.428 0.393 0.450 -1.071 0.292 0.380 0.378 0.065 0.225 -0.482 -0.494 -0.512 -0.484 -0.304 0.351 0.388 0.415 0.424 0.477